# C10H5ClNO5V

C10H5ClNO5V as an isolated structure (the ωB97M-V functional and the def2-TZVPD basis, OMol25).

Output
- Multiplicity: 4
- Total charge: +1
- E_HOMO (alpha / beta): -13.1140 / -13.4082 eV
- Largest force on an atom: 7.5 eV/Å

Each line ends with the Löwdin spin population.
Geometry (Å):
O: 2.591 -4.245 -5.239  0.000
C: 1.842 -3.961 -4.429  0.000
V: 0.569 -1.624 -0.551  2.112
C: -0.912 -1.417 0.597  0.104
O: -1.807 -1.263 1.316  0.108
C: 1.776 -0.505 0.330  0.078
O: 2.531 0.204 0.860  0.104
C: 0.163 -0.236 -1.783  0.066
O: -0.049 0.647 -2.500  0.081
C: 1.329 -3.091 0.324  0.097
O: 1.846 -3.977 0.853  0.124
H: 1.800 -1.803 -1.530  -0.024
Cl: -3.292 3.101 -0.407  0.002
C: -1.919 2.380 0.330  0.004
C: -1.477 2.887 1.564  0.000
C: -0.449 2.178 2.177  0.005
C: 0.111 1.064 1.564  0.009
N: -0.236 0.740 0.366  0.115
C: -1.294 1.251 -0.214  0.010
H: -1.954 3.722 2.028  0.000
H: -0.146 2.485 3.184  0.001
H: 0.808 0.557 2.259  0.001
H: -1.832 0.905 -1.100  0.001